The following is a quantum chemistry calculation of a structure of composition C10H11N2O at a distorted geometry, from the Open Molecules 2025 dataset.

Structure (ORCA input):
```
! RIJCOSX wB97M-V def2-TZVPD def2/J DEFGRID3
* xyz 1 1
C -1.11983 -1.03555 -2.83976
C 0.24116 -0.68984 -2.78855
C -1.86526 -0.79489 -1.68468
C 0.87039 -0.32323 -1.64308
C -1.22842 -0.39911 -0.49801
C 0.17581 -0.13319 -0.43286
C -0.30392 -0.34316 3.06015
C -0.61660 -1.79973 3.33878
C 1.05477 1.54299 1.28575
C 0.99195 0.12954 0.74560
N -0.11016 -2.10160 2.01317
N 0.30266 -0.75821 1.99991
O -0.90570 -2.55565 4.18766
H -1.62699 -1.67293 -3.58466
H 0.94557 -0.83545 -3.57666
H -3.00190 -0.75257 -1.96370
H 1.89727 0.11373 -1.85270
H -1.77391 -0.20387 0.45029
H -0.47792 0.70456 3.35577
H 1.59810 2.22563 0.44114
H 1.57032 1.55311 2.23033
H 0.07839 2.10153 1.52349
H 2.04269 -0.35822 0.68032
H 0.52428 -2.85292 1.79377
*
```

DFT total energy in eV: -15564.8322
Energy above the lowest of the compared OMol25 structures with the same formula, charge and spin in eV: 3.793
Frontier orbital gap in hartree: 0.267
Molecular weight in g/mol: 175.2